No. 1
Here is an isolated molecule of C5H8N2S in a non-equilibrium geometry from OMol25. Energies are from wB97M-V/def2-TZVPD.

Element x y z (Å)
C (2.13970, -0.34452, -0.08124)
N (0.77670, 0.01986, 0.24671)
C (-0.20851, -1.13125, 0.15323)
C (-1.41625, -0.47974, -0.41929)
S (-3.14488, -0.19488, -0.03951)
C (-1.68170, 0.73799, 0.42411)
C (-0.73115, 1.75229, -0.06757)
N (0.47682, 1.31647, -0.12183)
H (2.24573, -0.65518, -1.11073)
H (2.44569, -1.17556, 0.58493)
H (2.80275, 0.53372, 0.10215)
H (-0.34584, -1.56574, 1.13590)
H (0.24992, -1.91660, -0.50720)
H (-1.21641, -0.22167, -1.46105)
H (-1.47637, 0.52285, 1.48311)
H (-0.91621, 2.80196, -0.32172)

Properties
- HOMO (hartree) = -0.30818
- SMILES = CN1C[C@H]2S[C@@H]2C=N1
- HOMO-LUMO gap (Eh) = 0.34212
- molecular weight (g mol⁻¹) = 128.20
- ΔE to the lowest compared entry with this formula, charge and spin (kJ/mol) = 346.03
- total energy (eV) = -19126.8350

No. 2
Here is an isolated molecule of C5H8N2S in a non-equilibrium geometry from OMol25. Energies are from wB97M-V/def2-TZVPD.

Element x y z (Å)
N (-1.84837, -1.53068, 0.19624)
C (-0.69019, -0.75939, 0.00287)
C (0.58810, -1.24882, 0.03053)
C (1.72489, -0.34059, -0.04799)
S (3.35976, -0.76575, 0.01138)
N (1.41524, 0.96428, -0.12930)
C (0.21184, 1.53352, 0.37967)
C (-0.92923, 0.74063, -0.30773)
H (-2.65774, -1.18475, -0.28093)
H (-1.65302, -2.46869, -0.15001)
H (0.70169, -2.30943, 0.20349)
H (2.26525, 1.54905, -0.15964)
H (0.21101, 2.60369, 0.09018)
H (0.11951, 1.28311, 1.46926)
H (-1.89654, 1.03172, 0.10766)
H (-0.92219, 0.90208, -1.41568)

Properties
- HOMO (hartree) = -0.29148
- SMILES = NC1=CC(=S)NCC1
- HOMO-LUMO gap (Eh) = 0.30723
- molecular weight (g mol⁻¹) = 128.20
- ΔE to the lowest compared entry with this formula, charge and spin (kJ/mol) = 41.63
- total energy (eV) = -19129.9898